Density functional theory data (the ωB97M-V functional and the def2-TZVPD basis) for a molecular structure, C43H34BBr45N2O3 at a distorted geometry.

```
128
Properties=species:S:1:pos:R:3:lowdin_charge:R:1
C 6.82949 -2.00314 1.12297 0.0703
C 6.66080 -0.79397 1.16836 -0.2156
C 6.32174 0.63315 1.67782 -0.1837
C 5.08321 1.27078 0.97783 -0.1214
C 5.29479 2.38798 0.03681 0.0030
C 4.16669 3.05773 -0.61894 0.0090
C 2.80761 2.60338 -0.33838 -0.0531
C 2.58056 1.46729 0.58151 0.0114
C 3.71197 0.79400 1.24419 -0.0540
C 3.35283 -0.37662 2.17448 -0.1445
C 3.54767 -1.73937 1.63870 0.0048
C 3.15331 -2.86619 2.51281 -0.2018
C 2.60650 -2.51936 3.83159 -0.2549
N 2.44273 -1.27231 4.35888 0.0585
C 2.80279 -0.25882 3.52062 -0.0889
C 1.08941 1.02579 0.80930 -0.2516
O 0.76801 -0.14418 0.80921 0.0770
C 0.09264 2.21911 0.97793 -0.0163
C -0.95627 2.17474 1.98955 0.0081
B -1.22491 0.99854 3.04925 -0.5263
N -1.52340 1.41472 4.45184 0.1145
O -1.24491 -0.37311 2.77996 0.1149
C -1.85718 3.36054 2.07950 0.0444
C -1.63522 4.47536 1.17190 -0.1390
C -2.54220 5.71932 1.30055 -0.1657
C -3.19635 6.38623 0.17109 -0.1879
C -4.02670 7.55539 0.46472 -0.0949
C -4.21113 8.07917 1.81578 -0.0814
C -3.53232 7.44151 2.95222 -0.0647
C -2.70477 6.25895 2.66874 -0.0278
C -0.56907 4.50583 0.15659 0.0619
C 0.31930 3.35899 0.05383 -0.0366
C 1.52493 3.27240 -0.94803 -0.2691
O 1.45708 3.66119 -2.09691 0.1054
H 6.72673 -3.09245 0.95074 0.0599
H 7.21805 1.28562 1.49739 0.0137
H 6.15406 0.65899 2.79304 0.1362
H 6.31574 2.78501 -0.19728 0.0839
H 4.27679 3.91696 -1.32601 0.1194
H 3.95463 -1.91616 0.61275 0.1204
H 3.26455 -3.90639 2.13103 0.0588
H 2.28756 -3.37961 4.47951 0.0838
H 2.65646 0.78743 3.90756 0.1264
H -2.53869 1.60665 4.42910 0.0366
H -1.41776 0.62165 5.09307 0.0637
H -1.48203 -0.56975 1.85824 0.0520
H -2.65118 3.38079 2.85732 0.1076
H -3.01149 5.95499 -0.85484 -0.0119
H -4.52384 8.06780 -0.38937 0.0970
H -4.86547 8.96770 2.00764 0.0985
H -3.65675 7.86405 3.97732 0.0973
H -2.19628 5.78778 3.54574 0.1056
H -0.41922 5.39547 -0.49393 0.1287
C -3.10626 2.77229 7.84655 -1.6294
Br -3.90956 3.53936 6.25889 0.5567
Br -3.93422 1.09288 8.33045 0.5625
Br -1.18724 2.60335 7.67194 0.5812
H -3.29269 3.46618 8.66403 -0.1239
C 0.01529 -5.65575 1.47651 -1.5723
Br 0.77453 -4.10040 2.34989 0.8045
Br -1.23299 -6.59510 2.62087 0.5690
Br -0.77536 -5.20628 -0.23175 0.5327
H 0.83594 -6.33761 1.27586 -0.0594
C 0.41672 -8.36129 -2.65218 -1.5922
Br -0.46338 -10.02352 -3.09863 0.5508
Br 1.39416 -8.48949 -0.99012 0.5869
Br 1.53436 -7.73247 -4.09830 0.5618
H -0.36182 -7.61852 -2.50580 -0.0472
C -0.74999 -9.67966 -7.24269 -1.6036
Br -2.53565 -9.72061 -6.50221 0.5629
Br -0.28513 -11.35337 -8.08934 0.5009
Br -0.50056 -8.17516 -8.43406 0.5746
H -0.06306 -9.54261 -6.41078 -0.0681
C 10.17731 1.98863 0.18223 -1.6265
Br 9.35814 2.78130 -1.38093 0.5690
Br 9.33811 0.31249 0.65837 0.7141
Br 12.09219 1.80595 -0.02424 0.5603
H 10.00823 2.67225 1.00925 -0.1584
C -0.29550 -6.18707 -11.90848 -1.6277
Br -0.48458 -7.29136 -13.48483 0.5769
Br 1.37098 -5.20670 -11.91347 0.5676
Br -1.81757 -5.01639 -11.66464 0.5649
H -0.26673 -6.85693 -11.05321 -0.0930
C -5.73621 4.93044 -3.23654 -1.5932
Br -6.58174 3.23473 -3.63288 0.5587
Br -4.75049 4.87745 -1.57000 0.7479
Br -4.63053 5.54134 -4.70059 0.5714
H -6.53052 5.65923 -3.11213 -0.0281
C 9.76546 5.73873 2.63019 -1.5996
Br 10.07180 6.39180 4.42276 0.5820
Br 11.41513 5.54202 1.64169 0.5869
Br 8.73664 4.10001 2.63018 0.6275
H 9.17164 6.48668 2.11499 -0.0242
C 0.14053 -14.70467 -6.00697 -1.5825
Br 0.94287 -16.07838 -4.90916 0.5821
Br -0.22526 -13.09858 -4.99188 0.4915
Br 1.20002 -14.34401 -7.58852 0.5364
H -0.81620 -15.08737 -6.34710 -0.0230
C -1.41057 -1.84283 -2.73074 -1.5992
Br -1.96211 -1.38293 -0.93669 0.6010
Br 0.47354 -1.51482 -3.01210 0.5797
Br -1.90118 -3.65865 -3.18364 0.5390
H -1.95254 -1.18969 -3.40673 -0.0270
C -0.42965 -3.88737 -16.02062 -1.6327
Br -0.61872 -4.99153 -17.59688 0.5563
Br 1.23690 -2.90693 -16.02592 0.5550
Br -1.95002 -2.71780 -15.77707 0.5551
H -0.40241 -4.55630 -15.16528 -0.0739
C -4.94642 6.17572 9.92188 -1.5914
Br -5.74815 6.94104 8.33820 0.5578
Br -5.77624 4.49598 10.40686 0.5982
Br -3.02593 6.00636 9.74766 0.6162
H -5.13097 6.86804 10.73724 -0.0311
C 4.03461 -10.46126 -6.47016 -1.5880
Br 4.79907 -8.92300 -5.57989 0.5540
Br 2.76631 -11.39300 -5.34293 0.5297
Br 3.26452 -9.98940 -8.17941 0.5636
H 4.84968 -11.14982 -6.66772 -0.0272
C -9.49903 6.13036 10.48066 -1.6250
Br -8.75755 7.70910 11.31804 0.5556
Br -10.74207 5.21635 11.64468 0.5796
Br -10.28355 6.53793 8.76230 0.5801
H -8.67363 5.44877 10.29832 -0.0792
C -9.18035 9.92032 7.10009 -1.6432
Br -9.33524 8.79324 5.53601 0.5453
Br -7.53640 10.93928 7.08922 0.5543
Br -10.72903 11.05543 7.32283 0.5676
H -9.14117 9.26210 7.96331 -0.0810
```

Output
**Kohn-Sham gap**: 8.06 eV
**Total charge**: 0
**Spin multiplicity**: 1
**Calculated total energy**: -3206844.2211 eV
**F_max**: 3.616 eV/Å

Density functional theory data (the ωB97M-V functional and the def2-TZVPD basis) for a molecular structure, C43H34ClNOP3S2Tc.

```
86
Properties=species:S:1:pos:R:3:lowdin_charge:R:1
Tc -0.19022 0.36178 0.06784 0.9137
S 0.18004 0.25418 2.42336 0.4848
P 1.97962 -0.28419 1.69544 0.6603
C 1.77658 0.04737 0.09391 -0.7153
P 2.48926 1.24648 -0.99471 0.5980
S 0.77256 2.38773 -0.86988 0.3786
C 3.92243 2.01212 -0.28459 -0.3771
C 3.88407 3.32874 0.16952 -0.0715
C 5.02055 3.87336 0.74961 -0.0372
C 6.16819 3.10482 0.88487 -0.0293
C 6.19926 1.78649 0.43873 -0.0475
C 5.07895 1.23287 -0.15597 -0.0908
C 2.80570 0.59247 -2.60907 -0.3564
C 3.87998 1.08731 -3.34848 -0.0504
C 4.07770 0.62776 -4.64302 -0.0291
C 3.20969 -0.30674 -5.18642 -0.0241
C 2.13494 -0.79264 -4.44643 -0.0480
C 1.92696 -0.34536 -3.15634 -0.0904
C 3.44110 -0.08743 2.65320 -0.3802
C 4.52028 -0.96934 2.55858 -0.0759
C 5.66253 -0.69033 3.28659 -0.0339
C 5.72091 0.44725 4.08677 -0.0134
C 4.64274 1.32102 4.16541 -0.0307
C 3.48472 1.06111 3.45394 -0.0717
C 0.56527 -2.81025 0.83934 -0.3444
C 1.30952 -2.93294 2.01309 -0.0772
C 2.56430 -3.56680 1.96039 -0.0677
C 3.07973 -3.98516 0.75322 -0.0515
C 2.34226 -3.78259 -0.41746 -0.0134
C 1.08940 -3.19656 -0.38110 -0.0170
H 2.98574 3.92426 0.06667 0.0896
H 5.01010 4.90047 1.08788 0.1244
H 7.05318 3.53808 1.33197 0.1253
H 7.10199 1.19878 0.53750 0.1227
H 5.10318 0.21509 -0.53021 0.1212
H 4.55048 1.82344 -2.92487 0.1169
H 4.90761 1.00457 -5.22453 0.1267
H 3.36771 -0.65983 -6.19670 0.1261
H 1.46078 -1.51676 -4.88300 0.1016
H 1.08879 -0.72522 -2.57771 0.0755
H 4.46629 -1.84509 1.92944 0.0945
H 6.50685 -1.36454 3.23773 0.1267
H 6.61533 0.65075 4.66061 0.1297
H 4.69768 2.20042 4.79258 0.1283
H 2.63746 1.73207 3.52178 0.1070
H 0.85843 -2.65963 2.95950 0.1244
H 3.11151 -3.73295 2.87936 0.1300
H 4.03915 -4.48229 0.70878 0.1258
H 2.74556 -4.11277 -1.36586 0.1262
H 0.52674 -3.04806 -1.28916 0.0859
Cl -2.35982 1.34866 -0.89126 0.7341
C -3.74809 0.60344 -0.08781 -0.5735
C -4.71334 1.45696 0.39711 -0.0641
C -5.85853 0.90746 0.96361 -0.0103
C -6.02024 -0.46644 1.02547 -0.0149
C -5.03346 -1.31048 0.53220 -0.0318
C -3.86823 -0.78629 -0.02712 -0.3125
P -2.60992 -1.87276 -0.70777 1.0278
C -2.57344 -1.62643 -2.47025 -0.3297
C -1.57598 -2.24946 -3.23000 -0.0945
C -1.60824 -2.16352 -4.61126 -0.0492
C -2.62933 -1.45730 -5.23938 -0.0199
C -3.62421 -0.84738 -4.48904 -0.0274
C -3.60649 -0.93574 -3.10612 -0.0662
C -2.95102 -3.55487 -0.27092 -0.3045
C -3.20681 -4.49012 -1.27684 -0.0454
C -3.52803 -5.79295 -0.92734 -0.0337
C -3.60209 -6.15623 0.40889 -0.0203
C -3.36012 -5.22038 1.41198 -0.0341
C -3.03670 -3.91910 1.08054 -0.0846
H -4.58706 2.52907 0.32754 0.1262
H -6.62728 1.56497 1.34636 0.1335
H -6.91843 -0.88923 1.45386 0.1309
H -5.17174 -2.38206 0.57494 0.1175
H -0.80088 -2.83211 -2.75030 0.0906
H -0.85544 -2.66916 -5.20101 0.1161
H -2.65736 -1.39758 -6.31907 0.1274
H -4.42405 -0.31144 -4.98131 0.1269
H -4.40310 -0.47954 -2.53399 0.1129
H -3.17298 -4.20869 -2.32049 0.1091
H -3.72977 -6.51989 -1.70192 0.1246
H -3.85952 -7.17260 0.67533 0.1269
H -3.43121 -5.50921 2.45169 0.1236
H -2.85604 -3.19320 1.86229 0.1176
O -0.68772 -2.26658 1.00439 -0.1949
N -1.09384 -1.42994 -0.06902 -0.3340
```

Output
**Kohn-Sham gap (alpha / beta)**: 6.35 / 6.55 eV
**Total charge**: +3
**Spin multiplicity**: 4
**Energy above the lowest of the compared OMol25 structures with the same formula, charge and spin**: 2.5 kcal/mol
**Calculated total energy**: -112912.5268 eV
**F_max**: 0.401 eV/Å
**Expectation value of S²**: 3.794

Density functional theory data (the ωB97M-V functional and the def2-TZVPD basis) for a molecular structure, C43H35BrF3N7O4SW at a distorted geometry.

```
95
Properties=species:S:1:pos:R:3:lowdin_charge:R:1
W 1.39318 0.25202 -1.29897 1.5852
C 2.49437 3.47876 0.35128 -0.0035
O 1.81215 2.23207 0.59660 -0.1915
C 1.38586 2.03243 1.87089 -0.2535
C 1.57959 2.90558 2.92401 -0.0329
C 1.10826 2.55434 4.18000 -0.6620
Br 1.38016 3.73908 5.61332 0.8342
C 0.43561 1.37052 4.38998 -0.0461
C 0.21053 0.50363 3.32080 -0.0799
C 0.71886 0.84237 2.07430 -0.1914
O 0.66911 -0.01738 0.97300 -0.0833
C -0.52284 -0.75219 3.57872 -0.2881
N -0.31466 -1.49830 4.60839 0.2026
C -1.22435 -2.55170 4.50217 -0.2149
C -1.43405 -3.62333 5.36677 0.0016
C -2.45249 -4.50530 5.05909 -0.0698
C -3.25339 -4.32575 3.92059 -0.0752
C -3.04464 -3.27209 3.04898 -0.0249
C -2.00346 -2.40223 3.35733 -0.1898
N -1.50240 -1.26176 2.71328 0.1527
H 1.84535 4.31576 0.60426 0.1179
H 2.72070 3.50789 -0.70289 0.0567
H 3.41278 3.52523 0.93591 0.1202
H 2.10724 3.84072 2.79581 0.1122
H 0.05493 1.10589 5.36940 0.1272
H 0.28245 -0.86596 1.25941 0.1095
H -0.82313 -3.73887 6.25677 0.1221
H -2.64985 -5.34569 5.71455 0.1114
H -4.06175 -5.02473 3.72806 0.1107
H -3.67761 -3.12798 2.18685 0.1018
H -2.10893 -0.66714 2.14655 0.0930
C 3.70351 -0.42984 1.14262 0.0068
C 3.85889 -1.33189 -0.04326 -0.2530
C 4.91603 -2.25612 -0.01492 0.0144
C 5.12698 -3.10115 -1.05768 0.0498
C 4.29456 -3.02622 -2.18935 -0.1367
C 4.50045 -3.84169 -3.32579 0.0078
C 3.69030 -3.72815 -4.41574 -0.0309
C 2.65735 -2.77539 -4.41644 -0.0652
C 2.44965 -1.97507 -3.32430 -0.5405
S 1.20918 -0.73804 -3.40124 0.8039
C 3.25012 -2.08932 -2.17346 -0.2319
N 3.01031 -1.26654 -1.08357 -0.0123
H 4.65353 -0.34724 1.66818 0.1056
H 2.97749 -0.83766 1.84880 0.1031
H 3.39699 0.56738 0.85379 0.0600
H 5.55604 -2.27640 0.85578 0.1309
H 5.93822 -3.82063 -1.03673 0.1410
H 5.32324 -4.55016 -3.31434 0.1329
H 3.84694 -4.35054 -5.28739 0.1256
H 2.03042 -2.65417 -5.29423 0.1211
C -2.79012 5.03615 -2.49781 -0.0110
C -1.86910 3.89043 -2.21163 -0.2123
C -1.57398 3.48109 -0.91383 0.0234
C -0.70165 2.44487 -0.69950 -0.1036
N -0.09216 1.77163 -1.69679 -0.1094
C -0.40085 2.14783 -2.96416 -0.1199
C -1.26452 3.17364 -3.24548 0.0231
H -3.22622 5.44698 -1.58977 0.0884
H -3.59251 4.72181 -3.16785 0.1003
H -2.24463 5.83147 -3.01027 0.1054
H -2.02164 3.97315 -0.05877 0.1310
H -0.49105 2.11553 0.30767 0.1014
H 0.06139 1.60772 -3.77363 0.0766
H -1.45463 3.42781 -4.28291 0.1403
C -1.01013 -3.45397 -0.83062 -0.0031
C -0.07026 -2.46316 -0.78000 -0.1359
N -0.36818 -1.16590 -0.99394 -0.1368
C -1.64421 -0.84391 -1.20108 -0.0728
C -2.67283 -1.77476 -1.21043 -0.1707
C -2.33172 -3.11047 -1.07470 0.0302
C -4.06990 -1.35747 -1.46171 -0.0179
C -4.76999 -0.34507 -0.94349 -0.0076
C -4.50688 0.58785 0.18627 -0.2473
C -5.48568 1.53326 0.46314 0.0081
C -5.28238 2.39737 1.52574 -0.0880
N -4.18383 2.34454 2.27886 0.1068
C -3.31093 1.39688 1.95292 -0.1967
N -3.40231 0.51779 0.95223 0.1192
H -0.71363 -4.48312 -0.68185 0.1295
H 0.96815 -2.69632 -0.59390 0.1115
H -1.88006 0.18629 -1.37730 0.1078
H -3.09798 -3.87724 -1.13084 0.1393
H -4.58615 -1.97353 -2.19347 0.1268
H -5.76201 -0.20717 -1.36219 0.1153
H -6.38495 1.59002 -0.14022 0.1222
H -6.01565 3.15410 1.78719 0.1243
H -2.41847 1.34344 2.57462 0.1055
F 4.73538 2.91561 -3.91851 0.1945
C 3.71966 2.06334 -3.87078 -0.5633
F 2.94824 2.25179 -4.94139 0.1709
F 4.22820 0.82740 -3.91879 0.1548
C 2.87331 2.35750 -2.58340 -0.4725
O 2.24391 3.36812 -2.55892 0.1454
O 2.98516 1.44962 -1.58465 -0.2182
```

Output
**Kohn-Sham gap (alpha / beta)**: 5.92 / 6.32 eV
**Total charge**: +2
**Spin multiplicity**: 3
**Energy above the lowest of the compared OMol25 structures with the same formula, charge and spin**: 0.6 kcal/mol
**Calculated total energy**: -154625.1549 eV
**F_max**: 1.646 eV/Å
**Expectation value of S²**: 2.028